Record 1
{
  "formula": "C17H39BCoO5",
  "method": "ωB97M-V/def2-TZVPD",
  "elements": ["Co", "C", "O", "H", "H", "H", "B", "H", "H", "H", "H", "C", "C", "C", "O", "C", "H", "H", "H", "H", "H", "H", "H", "H", "C", "C", "C", "O", "C", "H", "H", "H", "H", "H", "H", "H", "H", "C", "C", "C", "O", "C", "H", "H", "H", "H", "H", "H", "H", "H", "C", "C", "C", "O", "C", "H", "H", "H", "H", "H", "H", "H", "H"],
  "xyz": [[-10.799, 34.450, 2.266], [-8.202, 35.148, 0.352], [-9.243, 34.752, 1.133], [-8.412, 36.090, -0.191], [-7.245, 35.253, 0.896], [-7.988, 34.410, -0.456], [-12.637, 34.492, 3.621], [-11.827, 35.332, 3.933], [-13.433, 34.283, 4.495], [-13.211, 34.881, 2.625], [-12.011, 33.496, 3.343], [-8.000, 33.959, 5.875], [-7.211, 34.683, 4.796], [-8.290, 35.541, 4.152], [-9.410, 34.679, 4.113], [-9.363, 33.741, 5.187], [-8.136, 34.610, 6.747], [-7.541, 33.064, 6.296], [-6.870, 33.933, 4.070], [-6.297, 35.194, 5.096], [-7.991, 35.826, 3.146], [-8.507, 36.400, 4.794], [-9.445, 32.721, 4.814], [-10.181, 33.942, 5.879], [-10.106, 30.161, 3.288], [-8.666, 30.689, 3.106], [-8.798, 31.967, 2.284], [-10.170, 32.326, 2.343], [-10.932, 31.148, 2.452], [-10.392, 30.191, 4.338], [-10.200, 29.148, 2.907], [-8.045, 29.934, 2.613], [-8.115, 30.814, 4.042], [-8.521, 31.775, 1.239], [-8.191, 32.816, 2.585], [-11.145, 30.719, 1.460], [-11.912, 31.370, 2.874], [-12.172, 32.478, -1.410], [-13.215, 33.586, -1.398], [-13.098, 34.130, 0.031], [-11.744, 33.846, 0.432], [-11.066, 33.118, -0.583], [-11.770, 32.273, -2.404], [-12.474, 31.528, -0.966], [-14.228, 33.257, -1.626], [-12.937, 34.346, -2.129], [-13.782, 33.616, 0.702], [-13.244, 35.208, 0.053], [-10.364, 32.425, -0.127], [-10.483, 33.810, -1.198], [-10.645, 38.717, 1.056], [-10.754, 39.016, 2.561], [-11.067, 37.651, 3.169], [-11.049, 36.700, 2.089], [-11.411, 37.439, 0.925], [-9.594, 38.493, 0.849], [-10.911, 39.551, 0.410], [-11.510, 39.775, 2.768], [-9.822, 39.463, 2.912], [-12.098, 37.607, 3.538], [-10.427, 37.355, 3.993], [-12.513, 37.508, 0.955], [-11.237, 36.859, 0.017]],
  "lowdin_spin": [2.7622, 0.0128, 0.0628, 0.0002, 0.0011, 0.0032, 0.0294, 0.0135, 0.0053, 0.0004, 0.0086, 0.0005, 0.0004, 0.0010, 0.0190, 0.0015, 0.0000, 0.0001, 0.0000, 0.0001, -0.0002, 0.0001, 0.0000, 0.0002, 0.0007, 0.0005, 0.0011, 0.0223, 0.0026, 0.0000, 0.0001, 0.0001, 0.0001, 0.0001, -0.0001, 0.0001, 0.0007, 0.0009, 0.0006, 0.0010, 0.0213, 0.0020, 0.0003, 0.0000, 0.0001, 0.0000, 0.0000, -0.0001, -0.0002, 0.0000, 0.0006, 0.0008, 0.0026, 0.0178, 0.0008, 0.0000, 0.0002, 0.0001, 0.0001, 0.0004, 0.0001, -0.0001, 0.0000],
  "homo_energy_ev": [-7.74, -7.53],
  "multiplicity": 4,
  "molar_mass_da": 393.2
}

---

Record 2
{
  "formula": "C17H39BCrF16N3O14S4",
  "method": "ωB97M-V/def2-TZVPD",
  "elements": ["Cr", "B", "F", "F", "F", "F", "C", "F", "F", "F", "S", "O", "O", "N", "S", "O", "O", "C", "F", "F", "F", "C", "F", "F", "F", "S", "O", "O", "N", "S", "O", "O", "C", "F", "F", "F", "C", "C", "O", "H", "H", "H", "H", "H", "H", "C", "C", "O", "H", "H", "H", "H", "H", "H", "C", "C", "O", "H", "H", "H", "H", "H", "H", "C", "C", "O", "H", "H", "H", "H", "H", "H", "C", "C", "C", "O", "C", "N", "H", "H", "H", "H", "H", "H", "H", "H", "H", "H", "H", "C", "O", "H", "H", "H", "H"],
  "xyz": [[-5.955, 8.876, -12.372], [-4.110, 10.553, -11.510], [-4.080, 9.645, -12.544], [-3.263, 10.209, -10.527], [-3.987, 11.848, -11.880], [-5.393, 10.310, -11.115], [-5.771, 4.581, -11.999], [-5.651, 3.574, -11.154], [-4.558, 5.044, -12.308], [-6.345, 4.166, -13.137], [-6.799, 6.048, -11.188], [-7.714, 6.596, -12.147], [-7.346, 5.606, -9.920], [-5.664, 7.441, -11.074], [-4.698, 6.899, -9.915], [-4.747, 5.516, -9.422], [-3.347, 7.418, -10.106], [-5.328, 7.970, -8.335], [-5.140, 9.216, -8.652], [-6.609, 7.662, -8.066], [-4.531, 7.666, -7.338], [-7.841, 6.298, -15.663], [-6.780, 5.459, -15.643], [-8.404, 6.356, -16.898], [-8.770, 5.807, -14.780], [-7.251, 8.131, -15.179], [-7.138, 8.963, -16.389], [-8.284, 8.544, -14.220], [-5.783, 7.983, -14.117], [-4.664, 7.863, -15.307], [-4.981, 7.116, -16.559], [-4.020, 9.178, -15.464], [-3.215, 6.819, -14.524], [-3.618, 5.570, -14.737], [-2.123, 7.125, -15.196], [-3.075, 7.176, -13.223], [-7.953, 10.730, -9.474], [-8.220, 10.627, -11.009], [-7.797, 9.336, -11.419], [-8.175, 9.784, -8.980], [-8.637, 11.445, -9.015], [-6.914, 10.984, -9.263], [-7.818, 11.510, -11.508], [-9.302, 10.596, -11.136], [-8.582, 8.786, -11.377], [-12.212, 9.025, -10.398], [-11.083, 8.131, -9.835], [-10.201, 7.906, -10.902], [-12.575, 8.764, -11.392], [-11.844, 10.044, -10.519], [-13.040, 9.089, -9.693], [-11.553, 7.245, -9.408], [-10.526, 8.617, -9.034], [-10.582, 7.198, -11.425], [-11.215, 11.200, -13.710], [-10.001, 12.090, -13.736], [-8.963, 11.336, -14.332], [-12.129, 11.567, -13.243], [-11.013, 10.262, -13.194], [-11.560, 11.000, -14.724], [-9.794, 12.437, -12.724], [-10.168, 12.969, -14.359], [-9.218, 11.015, -15.200], [-6.073, 12.959, -13.776], [-5.677, 11.627, -14.364], [-6.473, 10.678, -13.638], [-7.151, 13.118, -13.747], [-5.710, 13.812, -14.348], [-5.748, 12.989, -12.736], [-4.604, 11.436, -14.366], [-5.862, 11.557, -15.436], [-7.337, 11.022, -13.874], [-4.229, 12.056, -8.115], [-5.390, 12.241, -7.092], [-4.895, 12.006, -5.651], [-5.991, 12.040, -4.788], [-5.740, 11.621, -3.462], [-5.915, 13.573, -7.297], [-3.486, 12.821, -7.891], [-4.521, 12.165, -9.160], [-3.792, 11.058, -8.095], [-6.238, 11.616, -7.374], [-4.141, 12.694, -5.268], [-4.416, 11.029, -5.592], [-5.613, 10.541, -3.535], [-6.579, 11.800, -2.790], [-4.883, 12.156, -3.053], [-5.141, 14.197, -7.120], [-6.575, 13.770, -6.558], [-1.436, 10.727, -13.824], [-0.263, 11.156, -14.438], [-2.359, 10.968, -14.352], [-1.526, 9.650, -13.680], [-1.458, 11.135, -12.814], [-0.452, 11.222, -15.376]],
  "lowdin_spin": [2.8519, 0.0014, 0.0123, -0.0002, -0.0007, 0.0207, 0.0029, 0.0007, 0.0005, 0.0010, 0.0092, 0.0108, 0.0062, 0.0103, 0.0068, -0.0051, 0.0018, 0.0015, 0.0001, 0.0002, 0.0007, 0.0036, 0.0005, 0.0013, 0.0007, 0.0109, 0.0081, 0.0067, 0.0190, 0.0043, -0.0062, 0.0029, 0.0005, 0.0001, 0.0003, 0.0001, -0.0002, -0.0004, 0.0153, 0.0000, -0.0002, 0.0000, -0.0002, 0.0000, 0.0019, 0.0000, 0.0000, 0.0005, 0.0000, 0.0000, 0.0000, 0.0000, 0.0000, 0.0000, 0.0000, 0.0000, -0.0001, 0.0000, 0.0000, 0.0000, 0.0000, 0.0000, 0.0000, -0.0004, 0.0002, -0.0026, 0.0000, -0.0001, 0.0000, -0.0002, 0.0002, 0.0000, 0.0000, 0.0000, 0.0000, 0.0000, 0.0000, 0.0000, 0.0000, 0.0000, 0.0000, 0.0000, 0.0000, 0.0000, 0.0000, 0.0000, 0.0000, 0.0000, 0.0000, 0.0000, 0.0000, 0.0000, 0.0000, 0.0000, 0.0000],
  "homo_energy_ev": [-9.37, -9.37],
  "multiplicity": 4,
  "molar_mass_da": 1004.6
}

---

Record 3
{
  "formula": "C17H39InO2P3",
  "method": "ωB97M-V/def2-TZVPD",
  "elements": ["In", "P", "P", "P", "H", "C", "C", "H", "C", "C", "C", "C", "C", "C", "C", "C", "C", "H", "H", "H", "H", "H", "H", "H", "H", "H", "H", "H", "H", "H", "H", "H", "H", "H", "H", "H", "H", "H", "H", "H", "H", "H", "H", "H", "H", "H", "C", "C", "C", "C", "C", "C", "O", "H", "H", "H", "H", "H", "H", "O", "H", "H"],
  "xyz": [[-0.098, 0.359, 0.355], [1.608, 0.965, 2.522], [-1.474, 2.682, -0.234], [2.054, -0.503, -0.815], [-1.529, -3.530, 2.272], [-0.699, -4.244, 2.213], [0.366, -4.162, 3.030], [0.420, -3.426, 3.844], [0.888, 1.231, 4.184], [2.514, 2.551, 2.346], [2.983, -0.167, 2.985], [-3.065, 2.358, -1.094], [-1.986, 3.697, 1.213], [-0.703, 3.941, -1.321], [2.555, -2.041, 0.044], [3.543, 0.551, -0.735], [1.933, -0.971, -2.568], [-0.787, -5.038, 1.459], [1.210, -4.863, 2.963], [0.307, 0.352, 4.490], [0.236, 2.112, 4.185], [1.706, 1.392, 4.903], [1.797, 3.381, 2.381], [3.057, 2.587, 1.395], [3.223, 2.656, 3.179], [2.625, -1.205, 2.982], [3.330, 0.090, 3.996], [3.828, -0.079, 2.292], [-3.290, 3.157, -1.815], [-3.887, 2.305, -0.368], [-3.013, 1.410, -1.651], [-2.275, 4.714, 0.905], [-1.145, 3.781, 1.922], [-2.843, 3.238, 1.730], [-1.397, 4.777, -1.510], [-0.433, 3.482, -2.281], [0.204, 4.342, -0.847], [2.846, -2.792, -0.703], [1.719, -2.435, 0.640], [3.405, -1.847, 0.709], [4.254, 0.215, -1.506], [4.021, 0.492, 0.253], [3.268, 1.597, -0.935], [2.914, -1.320, -2.923], [1.620, -0.096, -3.156], [1.193, -1.767, -2.720], [-1.920, -1.591, -2.622], [-3.098, -1.045, -3.159], [-3.570, -1.546, -4.378], [-2.872, -2.559, -5.049], [-1.715, -3.101, -4.486], [-1.236, -2.619, -3.265], [-1.359, -1.138, -1.432], [-1.977, -0.522, -0.973], [-3.634, -0.260, -2.625], [-4.490, -1.141, -4.807], [-3.256, -2.948, -5.994], [-1.160, -3.894, -4.991], [-0.346, -3.026, -2.791], [-1.823, 0.451, 2.532], [-2.202, 1.273, 2.893], [-2.344, -0.262, 2.939]],
  "nbo_charge": [1.1991, 0.8735, 0.9303, 0.9224, 0.1776, -0.3958, -0.3961, 0.1894, -0.9238, -0.9329, -0.9285, -0.9438, -0.9387, -0.9308, -0.9553, -0.9427, -0.9455, 0.2226, 0.2217, 0.2650, 0.2499, 0.2767, 0.2530, 0.2477, 0.2868, 0.2622, 0.2864, 0.2471, 0.2953, 0.2784, 0.2452, 0.3017, 0.2530, 0.2600, 0.2961, 0.2704, 0.2655, 0.2936, 0.2675, 0.2698, 0.3030, 0.2593, 0.2609, 0.2881, 0.2697, 0.2780, 0.3312, -0.3143, -0.1560, -0.1966, -0.1465, -0.3044, -0.7448, 0.4657, 0.2017, 0.2492, 0.2548, 0.2467, 0.2098, -0.9689, 0.5129, 0.5265],
  "total_charge": 3,
  "homo_energy_ev": -16.29,
  "molar_mass_da": 483.2
}